Here is a cluster of 9 separate species, C46H53N8O in total from the OMol25 dataset. Energies are from wB97M-V/def2-TZVPD.

As for the net charge: -1. For the frontier orbital gap, the calculation gives 2.794 eV. The value obtained for the calculated total energy is -62526.8016 eV. The HOMO energy comes out at -1.10 eV.

XYZ file:
```
108
C46H53N8O (wB97M-V/def2-TZVPD)
C 7.8414 3.1330 -0.9995
C 6.6515 2.2557 -0.6370
C 5.4811 2.3786 -1.6265
C 4.1901 2.8890 -0.9680
C 3.6922 1.9068 0.0896
C 4.4374 4.2962 -0.4042
O 3.4636 4.5794 0.7027
H 8.7644 2.8756 -0.4682
H 8.0624 3.1184 -2.0730
H 7.5746 4.1632 -0.7429
H 6.9579 1.2154 -0.4821
H 6.2671 2.6509 0.3101
H 5.3116 1.4307 -2.1558
H 5.7519 3.1191 -2.3913
H 3.4290 2.8644 -1.7830
H 4.3973 1.8570 0.9285
H 2.7309 2.2200 0.4938
H 3.5797 0.8943 -0.3220
H 4.1137 5.0066 -1.1864
H 4.0271 4.6362 1.4753
N 6.3064 4.9968 2.3951
C 7.5854 4.6965 2.5871
C 8.6332 5.5426 2.2506
C 8.3254 6.7671 1.6775
C 6.9957 7.0745 1.4436
C 6.0225 6.1538 1.8100
H 7.7767 3.7071 2.9912
H 9.6581 5.2321 2.4064
H 9.1109 7.4553 1.3894
H 6.7093 7.9998 0.9617
H 4.9758 6.3432 1.6033
N 0.7279 0.3598 1.1742
C 0.3340 -0.5223 2.0825
C -0.9260 -0.5210 2.6660
C -1.8237 0.4685 2.2896
C -1.3998 1.4206 1.3757
C -0.1215 1.3273 0.8394
H 1.0578 -1.2899 2.3413
H -1.1939 -1.2870 3.3822
H -2.8236 0.5026 2.7052
H -2.0611 2.2122 1.0467
H 0.2144 2.0323 0.0848
N 0.4543 1.4876 -2.5962
C 0.6176 1.8305 -3.8704
C 0.7870 0.9058 -4.8928
C 0.7887 -0.4443 -4.5754
C 0.6273 -0.8101 -3.2492
C 0.4811 0.1925 -2.3009
H 0.6202 2.8936 -4.0836
H 0.9246 1.2447 -5.9112
H 0.9298 -1.2020 -5.3370
H 0.6468 -1.8504 -2.9532
H 0.3530 -0.0604 -1.2549
N -5.2614 -1.5089 -2.4366
C -5.2315 -1.2769 -1.1260
C -4.1477 -0.7125 -0.4676
C -3.0305 -0.3674 -1.2113
C -3.0463 -0.6045 -2.5764
C -4.1799 -1.1727 -3.1385
H -6.1203 -1.5569 -0.5691
H -4.1799 -0.5519 0.6035
H -2.1622 0.0723 -0.7391
H -2.1881 -0.3592 -3.1868
H -4.2199 -1.3711 -4.2050
N 4.9157 -2.7553 2.7468
C 4.1153 -1.7854 2.3084
C 4.0962 -0.5037 2.8401
C 4.9689 -0.2035 3.8721
C 5.8164 -1.2004 4.3310
C 5.7475 -2.4536 3.7404
H 3.4578 -2.0363 1.4827
H 3.4358 0.2501 2.4304
H 4.9911 0.7908 4.2989
H 6.5229 -1.0152 5.1296
H 6.3980 -3.2532 4.0807
N -5.1309 -0.1425 3.2785
C -4.8962 -1.4410 3.4461
C -5.8164 -2.4313 3.1325
C -7.0438 -2.0541 2.6112
C -7.3015 -0.7031 2.4418
C -6.3161 0.2103 2.7875
H -3.9200 -1.7052 3.8392
H -5.5646 -3.4725 3.2824
H -7.7988 -2.7859 2.3576
H -8.2519 -0.3635 2.0514
H -6.4827 1.2738 2.6552
N 0.5222 -4.0709 -4.2694
C 0.9249 -5.3185 -4.0490
C 0.0543 -6.3941 -3.9420
C -1.3059 -6.1609 -4.0667
C -1.7372 -4.8638 -4.2930
C -0.7859 -3.8582 -4.3869
H 1.9943 -5.4662 -3.9467
H 0.4408 -7.3874 -3.7578
H -2.0166 -6.9731 -3.9824
H -2.7882 -4.6253 -4.3851
H -1.0933 -2.8297 -4.5486
N -10.3425 -2.7802 1.7814
C -11.5427 -3.2595 2.0950
C -12.4196 -3.7947 1.1625
C -12.0314 -3.8325 -0.1671
C -10.7843 -3.3338 -0.5064
C -9.9803 -2.8216 0.5017
H -11.8191 -3.2129 3.1426
H -13.3833 -4.1708 1.4781
H -12.6878 -4.2419 -0.9239
H -10.4338 -3.3384 -1.5294
H -8.9982 -2.4255 0.2632
```